Record 1
63
Properties=species:S:1:pos:R:3:lowdin_charge:R:1 method="wB97M-V/def2-TZVPD" orbital_gap_ev=5.4 e_homo_ha=-0.4031 charge=+1 max_force_ev_per_a=2.49 e_above_lowest_kcal_mol=14.9
Mo -0.43433 -0.20741 0.58391 1.2933
C -0.20595 3.36074 -1.63121 -0.0202
C 0.33842 2.11146 -1.03520 -0.3800
O -0.39195 1.46575 -0.18772 -0.3582
C 1.61084 1.64141 -1.32547 0.0409
C 2.27730 0.70953 -0.51540 -0.2643
C 3.75846 0.58074 -0.58968 -0.0009
N 1.62023 0.08501 0.45885 -0.1237
N 2.33797 -0.43308 1.46866 0.1128
C 1.58388 -0.58031 2.52470 -0.4047
O 0.33162 -0.23372 2.43687 -0.2370
C 2.15389 -1.11276 3.76034 -0.1551
C 1.50322 -0.93148 4.98132 -0.0206
C 2.06342 -1.43629 6.14063 -0.0633
C 3.26162 -2.13455 6.09096 -0.0604
C 3.90032 -2.33374 4.87465 -0.0598
C 3.35384 -1.82468 3.71211 -0.0185
H -0.79223 3.10301 -2.51656 0.0712
H -0.89075 3.83455 -0.92835 0.0963
H 0.58396 4.04868 -1.91659 0.0962
H 2.18432 2.14983 -2.08365 0.1321
H 4.15214 1.03429 -1.49340 0.0914
H 4.18793 1.07863 0.28171 0.1060
H 4.06305 -0.46311 -0.53508 0.0942
H 0.57953 -0.36860 5.01090 0.1172
H 1.56389 -1.28243 7.08631 0.1107
H 3.69945 -2.52280 6.99981 0.1119
H 4.82636 -2.88551 4.83623 0.1106
H 3.83289 -1.95938 2.75574 0.1110
S -3.21873 1.76351 -1.76704 0.1242
As -3.07407 -0.12626 -0.94788 -0.2903
S -0.96831 -1.05929 -1.47877 0.2847
S -2.51413 0.07288 1.39670 0.3212
S -4.66982 -1.40106 -1.20514 0.1254
C -5.18615 -5.84913 0.04010 -0.1122
C -4.15027 -5.27286 -0.90186 -0.2593
S -2.60697 -4.79219 -0.07203 0.7102
O -2.55468 -3.35297 0.11432 -0.4186
O -1.49769 -5.37012 -0.78399 -0.2888
C -2.55139 -5.50006 1.63863 -0.1619
C -1.11594 -5.48555 2.19038 -0.1025
N -0.35028 -4.34893 1.69234 0.0528
C -0.66142 -3.05840 1.91450 -0.3142
N -0.02712 -2.26402 1.04467 -0.0976
C 0.71612 -3.07487 0.23890 -0.0623
C 0.52668 -4.36612 0.62625 -0.1456
N 1.16112 -5.51331 0.04778 -0.3420
O 1.02995 -6.57882 0.60535 0.1048
O 1.82452 -5.29572 -0.93343 0.1334
C -1.55325 -2.59767 3.00084 -0.0113
H -6.09363 -6.05335 -0.52545 0.0905
H -5.43351 -5.13605 0.82378 0.0847
H -4.86837 -6.78465 0.49610 0.0753
H -4.52248 -4.35746 -1.36356 0.0633
H -3.83274 -5.98340 -1.66322 0.1070
H -2.90429 -6.52270 1.56885 0.1013
H -3.23408 -4.90067 2.23439 0.1001
H -0.58544 -6.38808 1.87932 0.1187
H -1.13676 -5.43991 3.28310 0.1378
H 1.31445 -2.70856 -0.57781 0.1194
H -1.61506 -3.33530 3.79785 0.0967
H -2.55669 -2.41556 2.60776 0.0630
H -1.17794 -1.65686 3.40786 0.0628

---

Record 2
56
Properties=species:S:1:pos:R:3:lowdin_charge:R:1 method="wB97M-V/def2-TZVPD" orbital_gap_ev=2.3 e_homo_ha=-0.6254 charge=+3 max_force_ev_per_a=6.78
C 3.46153 1.26342 2.19407 -0.1087
C 4.39479 0.16904 1.48112 -0.2195
C 3.94732 -1.34705 1.73188 -0.1861
C 2.91227 -1.91291 0.61163 -0.1193
C 1.57302 -1.07478 0.76564 -0.0351
C 0.94606 -0.88864 2.19347 0.1842
C -0.35689 -0.06087 2.48311 -0.2648
N -1.05774 0.22972 3.70684 -0.4340
S -2.40654 1.18258 3.18126 1.0893
N -2.25177 1.36530 1.47422 -0.1020
C -1.04973 0.58878 1.25090 -0.2195
C -0.47521 0.45996 -0.19976 0.0915
C -1.25385 1.21217 -1.35789 -0.0994
C -0.49294 2.57838 -1.74444 -0.1329
C -0.75537 3.79241 -0.74658 -0.6646
F -0.42734 3.52333 0.61239 -0.0391
Br 0.51042 5.24807 -1.32426 0.8613
C -2.23814 4.43445 -0.82607 -0.6971
F -2.63109 4.67865 0.52730 0.0054
F -3.18882 3.63285 -1.49255 0.0087
Br -2.21371 6.17557 -1.82803 0.8742
C 0.82403 -0.39449 -0.42912 0.0370
C 1.35105 -0.54331 -1.93760 -0.1055
C 1.00163 -2.03877 -2.39910 -0.1431
C -0.54577 -2.30072 -2.69631 -0.0539
C -1.37368 -2.70554 -1.36983 -0.3341
O -0.79655 -3.12183 -0.32598 0.0586
O -2.79456 -2.62165 -1.42488 -0.0295
C -3.31964 -1.78474 -0.36683 -0.2320
C -4.88832 -2.05478 -0.06618 -0.0494
H 3.13712 0.86850 3.22416 0.0824
H 2.50153 1.44896 1.59061 0.0514
H 3.97015 2.27141 2.35949 0.0997
H 5.45349 0.30721 1.91516 0.1351
H 4.46760 0.36290 0.36153 0.1145
H 3.57683 -1.54118 2.80391 0.1126
H 4.89357 -1.99298 1.62260 0.1399
H 3.40502 -1.79419 -0.42254 0.1341
H 2.75398 -3.04306 0.77373 0.1579
H 1.48289 -1.34819 3.09383 0.1295
H -2.35986 1.32347 -1.12235 0.1201
H -1.18942 0.52205 -2.28131 0.1342
H 0.63637 2.35066 -1.67953 0.1252
H -0.65506 2.90375 -2.83832 0.1676
H 0.93524 0.26971 -2.63089 0.1248
H 2.48087 -0.38301 -1.89270 0.1384
H 1.62120 -2.32891 -3.32671 0.1528
H 1.35616 -2.73566 -1.55992 0.1170
H -0.63688 -3.20760 -3.40097 0.1605
H -1.07204 -1.44196 -3.23767 0.1257
H -2.78625 -1.88552 0.63438 0.1073
H -3.24943 -0.67387 -0.67491 0.1030
H -5.43622 -2.47250 -0.98607 0.1077
H -5.04824 -2.71546 0.84572 0.0857
H -5.38978 -1.04781 0.16252 0.0872
Tl -1.25331 -1.70129 4.98787 1.0451

---

Record 3
66
Properties=species:S:1:pos:R:3:lowdin_charge:R:1 method="wB97M-V/def2-TZVPD" orbital_gap_ev="3.5 / 5.2" e_homo_ha="0.0078 / -0.0555" spin_multiplicity=3 s_squared=2.0245 charge=-2 max_force_ev_per_a=4.44
Pd -1.56492 0.05505 -0.26219 0.9109
N -4.63998 -3.59719 -0.30491 0.1489
C -3.38869 -3.19732 -1.06775 -0.5059
C -2.88313 -4.19336 -2.04341 -0.1072
P -3.89566 -1.62999 -1.91389 0.3441
O -2.72128 -1.36398 -2.97921 -0.1625
O -5.30411 -1.81119 -2.44937 -0.3460
O -3.57157 -0.58566 -0.83504 -0.3986
P -2.20821 -2.91056 0.35945 0.3838
O -1.52173 -4.36449 0.40878 -0.1630
O -1.05331 -1.94817 0.02827 -0.3960
O -3.11068 -2.68679 1.53730 -0.3191
H -5.42232 -3.04998 -0.64706 0.1153
H -4.41726 -3.22653 0.67104 0.1001
H -4.85584 -4.56371 -0.25054 0.1334
H -3.42576 -4.13868 -2.98641 0.0786
H -2.91802 -5.16448 -1.59357 0.0612
H -1.81555 -4.01145 -2.19741 0.0963
H -2.96438 -1.69290 -3.88792 0.1055
H -1.75418 -5.11288 0.98736 0.0867
C 4.36747 -1.63094 2.50908 -0.0894
C 4.38955 -0.22498 3.04790 -0.2135
C 3.21279 0.79382 2.99003 -0.3058
C 3.72893 2.06567 3.56591 -0.2105
C 2.76580 3.26523 3.61495 -0.0834
C 2.07713 0.14562 3.85995 -0.3674
O 2.32787 -0.50710 4.85940 0.0555
N 0.77942 0.39033 3.40099 0.1867
C 0.42719 0.39053 2.03759 -0.5336
O -0.73958 0.19812 1.67117 -0.0663
N 1.36597 0.76826 1.20011 0.1701
C 2.66789 0.90544 1.52855 -0.4305
O 3.53605 1.03803 0.64782 0.0122
H 5.27995 -2.15678 2.80228 0.0717
H 4.19991 -1.60876 1.49124 0.0454
H 3.57869 -2.25345 2.93961 0.0753
H 5.19601 0.31606 2.48111 0.1198
H 4.69103 -0.25173 4.11912 0.1116
H 4.63325 2.42584 2.99849 0.1306
H 4.12371 1.96022 4.58535 0.1140
H 2.22544 3.31160 2.65135 0.0888
H 3.24971 4.25251 3.69755 0.0685
H 2.10454 3.18647 4.43631 0.0490
H -0.06928 0.20653 3.98912 0.1710
C 0.14758 -0.51838 -1.91445 -0.0540
C 0.63182 0.63201 -2.65654 -0.3213
C 0.41463 0.81106 -4.00381 -0.0749
C 0.63465 2.04767 -4.61988 -0.0530
C 1.28206 3.04686 -3.87653 -0.2711
C 1.73139 2.79085 -2.51474 -0.0109
C 1.37316 1.59525 -1.93947 -0.0475
C 1.49293 4.26359 -4.48722 -0.2774
N 1.50203 5.32627 -4.92257 0.0969
H 0.77301 -0.80595 -1.10312 0.0316
H -0.49247 -1.18000 -2.50218 0.0242
H -0.09431 -0.02363 -4.59823 0.1168
H 0.29179 2.22728 -5.61928 0.0930
H 2.43371 3.48123 -2.05750 0.1049
H 1.57839 1.29523 -0.88196 0.0853
F -1.29609 2.94177 -1.19896 -0.0213
C -1.98200 2.03200 -0.37417 -0.4408
F -1.88907 2.61830 0.85587 -0.0092
C -3.45874 2.34312 -0.73727 -0.6591
F -3.73929 1.97274 -2.00574 0.1071
F -3.77385 3.62506 -0.64460 0.1304
F -4.24424 1.68540 0.10381 0.1142

---

Record 4
51
Properties=species:S:1:pos:R:3:lowdin_charge:R:1 method="wB97M-V/def2-TZVPD" orbital_gap_ev=8.2 e_homo_ha=-0.3862 charge=+1 smiles=O[C@@H](COc1ccc2c(c1)OCO2)CN1CC[NH+](c2ccccc2)CC1 max_force_ev_per_a=1.29 e_above_lowest_kcal_mol=3.2
O -5.22290 -1.61603 0.34459 -0.0043
C -3.95800 -1.37317 -0.21690 -0.3468
C -3.88844 0.06050 -0.78428 -0.1122
O -2.70985 0.28207 -1.52754 -0.0319
C -1.70204 1.06274 -1.06002 -0.2729
C -0.66973 1.28135 -1.97541 -0.0252
C 0.44504 2.05449 -1.66604 -0.0073
C 0.50085 2.60018 -0.40499 -0.2321
C -0.52570 2.38156 0.51445 -0.2159
C -1.63248 1.61950 0.22274 0.0680
O -0.21484 2.99599 1.69465 0.0420
C 0.97896 3.71676 1.45172 -0.1424
O 1.48445 3.35511 0.18294 0.0310
C -2.97322 -1.63246 0.93169 -0.1204
N -1.57885 -1.39420 0.60475 -0.1659
C -0.74112 -1.36346 1.78692 -0.1429
C 0.65398 -0.88117 1.40806 -0.0585
N 1.24215 -1.79959 0.40216 -0.0425
C 2.63298 -1.47004 0.06822 -0.2010
C 3.61998 -2.40152 0.34835 -0.0060
C 4.93952 -2.10844 0.04505 -0.0494
C 5.26332 -0.89147 -0.53149 -0.0503
C 4.26922 0.03313 -0.80762 -0.0362
C 2.94633 -0.25078 -0.51065 0.0031
C 0.35334 -1.86164 -0.78532 -0.0582
C -1.03469 -2.32679 -0.36167 -0.1358
H -5.90741 -1.53654 -0.32930 0.1090
H -3.76888 -2.07398 -1.04513 0.1473
H -4.71607 0.18205 -1.49482 0.1423
H -4.02504 0.78646 0.01870 0.1285
H -0.77150 0.85512 -2.96018 0.1259
H 1.21964 2.23594 -2.39204 0.1282
H -2.39385 1.48426 0.96902 0.1233
H 1.71876 3.47216 2.22583 0.1426
H 0.76910 4.79830 1.47533 0.1473
H -3.25262 -0.96257 1.74686 0.1363
H -3.14497 -2.66359 1.27857 0.1410
H -1.16490 -0.65968 2.50440 0.1387
H -0.67734 -2.35301 2.27889 0.1388
H 0.58374 0.11321 0.96586 0.1221
H 1.30654 -0.84809 2.28244 0.1536
H 1.24881 -2.73945 0.82115 0.1832
H 3.36892 -3.35104 0.80007 0.1217
H 5.70947 -2.83146 0.26139 0.1169
H 6.29099 -0.66417 -0.76544 0.1164
H 4.51790 0.98239 -1.25409 0.1184
H 2.18003 0.47532 -0.73236 0.0927
H 0.27933 -0.86154 -1.21848 0.1164
H 0.78868 -2.54579 -1.51574 0.1529
H -1.67139 -2.33099 -1.24532 0.1300
H -0.98740 -3.35843 0.03753 0.1404

---

Taking the records one at a time from the top gives total energy values of -5796.96374, -7053.92746, -2983.45187, -1187.32399 Eh.